(1)
Below is a 2-piece molecular cluster, C3H7BrN4 overall at a distorted geometry, with properties calculated with ωB97M-V with the def2-TZVPD basis set.

Properties
Net charge ... +2
Relative energy (zero: lowest compared OMol25 entry of this formula, charge and spin) ... 3.510 eV
Multiplicity ... 1
E ... -2910.7616 Ha

Each line ends with the Löwdin charge.
Positions of all 15 atoms, in Å:
C: 0.09341 -1.59915 0.45396  0.018
C: -0.34329 0.72306 0.27493  -0.265
C: 1.82917 -0.17624 -0.40758  -0.762
N: 1.29803 -1.43737 -0.03359  0.068
N: 0.84369 0.84174 -0.26408  0.133
N: -0.77240 -0.58887 0.58329  0.195
N: -1.19341 1.65737 0.62662  0.285
Br: 3.56078 0.24177 0.17086  0.963
H: -0.31502 -2.64095 0.69311  0.222
H: 1.61639 -0.83280 -2.32322  0.273
H: 2.08443 -2.07099 -0.08896  0.166
H: 1.19428 1.66917 -0.71345  0.176
H: -1.76290 -0.66655 0.49839  0.185
H: -1.27178 2.55690 0.16798  0.171
H: -1.91484 1.59952 1.33410  0.172

(2)
Below is C10H24AlCl3GeN4 as an isolated structure, with properties calculated with ωB97M-V with the def2-TZVPD basis set.

Properties
Net charge ... +3
Relative energy (zero: lowest compared OMol25 entry of this formula, charge and spin) ... 0.000 eV
Multiplicity ... 2
⟨S²⟩ ... 0.753
E ... -4313.5675 Ha

Each line ends with the Löwdin charge.
Positions of all 43 atoms, in Å:
Al: -0.07059 0.00023 -0.00275  0.305
C: 0.14634 3.23886 -0.57652  -0.130
C: -1.11850 2.58469 -1.10361  -0.123
N: -0.97064 1.10390 -1.41043  -0.077
C: -0.27369 0.80262 -2.72072  -0.088
C: 1.07788 0.14697 -2.47969  -0.111
N: 0.91104 -0.91806 -1.43262  -0.047
C: 2.23573 -1.42795 -0.92083  -0.130
C: 2.08914 -2.62928 0.00921  -0.120
C: 0.89026 -2.61797 0.96503  -0.130
N: 0.50323 -1.24449 1.46460  -0.078
C: 1.56516 -0.54320 2.26910  -0.094
C: 1.20797 0.93027 2.31734  -0.110
N: 0.98298 1.39923 0.90299  -0.043
C: 0.48756 2.82777 0.84525  -0.122
H: -0.00903 4.31858 -0.58910  0.153
H: 0.99702 3.06518 -1.24738  0.131
H: -1.46535 3.06867 -2.01538  0.149
H: -1.92151 2.66466 -0.36767  0.130
H: -1.93035 0.77829 -1.52838  0.040
H: -0.15508 1.71966 -3.29501  0.152
H: -0.92302 0.13911 -3.29218  0.151
H: 1.81506 0.86119 -2.10447  0.133
H: 1.47444 -0.27619 -3.40163  0.161
H: 0.42893 -1.70829 -1.86604  0.176
H: 2.71952 -0.58558 -0.42169  0.116
H: 2.87016 -1.68237 -1.76910  0.154
H: 3.02646 -2.72370 0.55872  0.140
H: 2.00863 -3.54441 -0.57987  0.143
H: 1.09563 -3.25114 1.82740  0.152
H: -0.00048 -3.02459 0.48465  0.109
H: -0.27780 -1.39995 2.10460  0.094
H: 2.52648 -0.70096 1.78166  0.132
H: 1.62736 -0.97294 3.26833  0.163
H: 1.98477 1.52479 2.79539  0.160
H: 0.27771 1.08849 2.86427  0.115
H: 1.90644 1.41511 0.46066  0.156
H: 1.25931 3.46604 1.27259  0.152
H: -0.38958 2.88704 1.49196  0.125
Cl: -2.62511 0.81858 2.29080  0.327
Ge: -2.76574 -0.69079 0.80578  -0.212
Cl: -2.86744 -2.63314 1.57612  0.345
Cl: -4.10203 -0.23729 -0.75329  0.347